This record from the OMol25 dataset describes C5H5ClF2N2 in the gas phase. The level of theory is ωB97M-V/def2-TZVPD.

- LUMO level: -0.2961 eV
- SMILES string: C[C@]1(Cl)C=N[C@H](F)N=C1F
- Energy relative to the best compared isomer or geometry (same formula, charge and spin): 12.3 kcal/mol
- Molar mass: 166.56 g/mol
- HOMO-LUMO gap: 9.898 eV

```
! wB97M-V def2-TZVPD RIJCOSX def2/J DEFGRID3
* xyz 0 1
C 2.0583 -0.1284 0.5416
C 0.7090 -0.1930 -0.0666
Cl 0.8045 -0.9885 -1.7506
C 0.0107 1.1564 -0.3111
N -1.2133 1.3202 -0.4956
C -2.0932 0.2237 -0.5482
F -3.3115 0.6609 -0.1069
N -1.6746 -0.9085 0.2660
C -0.4657 -0.9871 0.5480
F -0.1818 -1.8537 1.4647
H 2.6446 -1.0550 0.3245
H 1.8224 -0.0614 1.6672
H 2.6225 0.7851 0.2328
H 0.6683 2.0132 -0.2085
H -2.4002 0.0158 -1.5575
*
```

---

This record from the OMol25 dataset describes C5H5ClN2OS in the gas phase. The level of theory is ωB97M-V/def2-TZVPD.

- LUMO level: 0.5193 eV
- SMILES string: O=C(CCl)Nc1nccs1
- Energy relative to the best compared isomer or geometry (same formula, charge and spin): 0.0 kcal/mol
- Molar mass: 176.63 g/mol
- HOMO-LUMO gap: 9.512 eV

```
! wB97M-V def2-TZVPD RIJCOSX def2/J DEFGRID3
* xyz 0 1
O 1.2242 1.7744 0.5491
C 1.5125 0.6275 0.2665
C 3.0218 0.3003 0.0544
Cl 3.2995 -1.4363 -0.1940
N 0.6324 -0.3951 -0.0148
C -0.7805 -0.3152 -0.0748
N -1.4391 0.7284 -0.5088
C -2.8418 0.5804 -0.3935
C -3.2093 -0.6836 0.0937
S -1.7883 -1.6264 0.3555
H 3.4051 0.8411 -0.7346
H 3.5126 0.6638 0.9700
H 1.0897 -1.2987 0.0881
H -3.4896 1.3822 -0.6139
H -4.1491 -1.1429 0.1570
*
```

---

This record from the OMol25 dataset describes C5H5F in the gas phase. The level of theory is ωB97M-V/def2-TZVPD.

- LUMO level: 0.7027 eV
- SMILES string: C=C1C(C)=C1F
- Energy relative to the best compared isomer or geometry (same formula, charge and spin): 70.1 kcal/mol
- Molar mass: 84.09 g/mol
- HOMO-LUMO gap: 9.238 eV

```
! wB97M-V def2-TZVPD RIJCOSX def2/J DEFGRID3
* xyz 0 1
C 0.2485 2.2194 -0.0182
C 0.5034 0.9565 -0.0875
C -0.0300 -0.5700 -0.0499
C -1.0264 -1.5708 0.0149
C 1.2538 -0.2775 0.0027
F 2.5721 -0.7028 0.0880
H 1.1130 2.9180 0.0029
H -0.7950 2.6148 -0.0742
H -0.9053 -2.0822 1.0255
H -0.9080 -2.3142 -0.9625
H -2.0261 -1.1912 0.0583
*
```

---

This record from the OMol25 dataset describes C5H5F in the gas phase. The level of theory is ωB97M-V/def2-TZVPD.

- LUMO level: 0.1776 eV
- SMILES string: C#C/C(F)=C\C
- Energy relative to the best compared isomer or geometry (same formula, charge and spin): 48.9 kcal/mol
- Molar mass: 84.09 g/mol
- HOMO-LUMO gap: 9.306 eV

```
! wB97M-V def2-TZVPD RIJCOSX def2/J DEFGRID3
* xyz 0 1
C -2.3244 -0.9310 -0.1965
C -1.5569 0.0222 0.1331
C -0.5848 0.9874 0.0626
F -0.9702 2.3592 -0.0226
C 0.7239 0.7751 -0.1587
C 1.4509 -0.5649 -0.0090
H -2.9435 -1.7553 0.1233
H 1.3356 1.6649 -0.2821
H 0.6786 -1.3686 -0.1359
H 2.3583 -0.6048 -0.6046
H 1.8325 -0.5842 1.0904
*
```